(1)
The following is a DFT calculation (wB97M-V/def2-TZVPD) of one molecule with the formula C24H30N4O5.

Structure (XYZ):
```
63
Properties=species:S:1:pos:R:3:nbo_charge:R:1
C -6.2024 -0.0890 -1.7183 -0.649
C -6.0238 -1.4360 -1.0259 -0.060
O -5.3826 -1.3227 0.2323 -0.505
C -4.0233 -1.3090 0.3061 0.296
C -3.4993 -1.2738 1.6007 -0.249
C -2.1397 -1.2913 1.8083 -0.214
C -1.2578 -1.3508 0.7307 0.102
C -1.7740 -1.3714 -0.5571 -0.168
C -3.1416 -1.3439 -0.7685 -0.303
H -3.5012 -1.3419 -1.7845 0.223
H -1.1033 -1.4019 -1.3986 0.246
N 0.1151 -1.4014 1.0202 -0.594
C 1.1762 -1.4098 0.1749 0.699
O 1.0866 -1.3423 -1.0332 -0.632
C 2.4909 -1.5941 0.9364 -0.305
N 3.6543 -0.9931 0.3257 -0.438
C 4.0198 -1.5173 -0.9780 -0.270
C 5.0086 -0.5245 -1.6264 -0.218
N 5.6545 0.3345 -0.6501 -0.422
C 4.9751 1.5771 -0.3431 -0.304
C 3.5860 1.5204 0.3199 0.713
O 3.4375 1.6175 1.5202 -0.640
N 2.5631 1.5316 -0.5891 -0.614
C 1.1956 1.6238 -0.3749 0.175
C 0.6296 1.7628 0.8930 -0.238
C -0.7387 1.8628 1.0335 -0.150
C -1.5698 1.8305 -0.0834 -0.209
C -1.0016 1.7025 -1.3509 -0.137
C 0.3613 1.6017 -1.4959 -0.235
H 0.7946 1.4882 -2.4790 0.208
H -1.6550 1.6788 -2.2093 0.235
C -3.0371 1.9060 0.0186 0.800
O -3.7846 1.9103 -0.9338 -0.626
O -3.4740 1.9754 1.2852 -0.512
C -4.8827 2.0266 1.4543 -0.264
H -5.3135 2.7974 0.8116 0.197
H -5.0550 2.2602 2.5020 0.192
H -5.3286 1.0631 1.2007 0.199
H -1.1764 1.9641 2.0142 0.229
H 1.2741 1.7916 1.7557 0.249
H 2.8166 1.3730 -1.5544 0.398
H 5.6225 2.1257 0.3478 0.224
H 4.9030 2.1511 -1.2728 0.200
C 6.0221 -0.4415 0.5135 -0.231
C 4.7931 -1.0375 1.2290 -0.248
H 5.0082 -2.0702 1.5578 0.166
H 4.5403 -0.4394 2.1076 0.221
H 6.5864 0.1947 1.1968 0.211
H 6.6842 -1.2395 0.1653 0.195
H 4.5086 0.1005 -2.3677 0.186
H 5.7986 -1.0805 -2.1439 0.199
H 4.4837 -2.5148 -0.8819 0.160
H 3.1205 -1.6135 -1.5825 0.253
H 2.3927 -1.1423 1.9277 0.216
H 2.6215 -2.6880 1.0715 0.192
H 0.3149 -1.4114 2.0108 0.398
H -1.7539 -1.2636 2.8178 0.206
H -4.1849 -1.2376 2.4327 0.225
H -7.0015 -1.8713 -0.7946 0.189
H -5.4805 -2.1393 -1.6673 0.170
H -6.6051 -0.2399 -2.7161 0.210
H -6.8920 0.5320 -1.1518 0.208
H -5.2557 0.4406 -1.7895 0.246
```

Properties
- Net charge: 0
- SMILES string: CCOc1ccc(NC(=O)CN2CCN(CC(=O)Nc3ccc(C(=O)OC)cc3)CC2)cc1
- Frontier orbital gap: 8.497 eV
- ΔE to the lowest compared entry with this formula, charge and spin: 53.9 kcal per mole
- DFT total energy: -41573.59382 eV

---

(2)
The following is a DFT calculation (wB97M-V/def2-TZVPD) of a 7-piece molecular cluster, C30H48F15NO11 overall.

Structure (XYZ):
```
105
Properties=species:S:1:pos:R:3:lowdin_charge:R:1
C 63.0390 59.5600 83.7470 -0.068
C 64.0800 59.3660 82.7670 -0.186
C 63.4010 58.5150 81.6290 -0.131
N 64.0690 58.3940 80.2860 -0.198
C 65.4860 57.9400 80.4420 -0.114
C 66.0960 57.7090 79.0670 -0.093
C 65.2260 56.7220 78.1280 -0.137
C 63.7690 57.0810 78.1500 -0.154
C 63.2300 57.2910 79.5860 -0.059
C 63.8420 59.7260 79.6490 0.032
H 63.3320 59.9820 84.6190 0.076
H 62.7520 58.6650 84.0640 0.035
H 62.1910 59.7880 83.1350 0.092
H 65.0910 58.9660 83.0980 0.144
H 64.3220 60.1610 82.3320 0.010
H 62.4090 58.7550 81.6680 0.089
H 63.2790 57.5710 82.1210 0.120
H 65.5540 57.0260 81.0960 0.133
H 66.2750 58.3470 81.1010 0.121
H 67.0740 57.4320 79.0800 0.066
H 66.1820 58.7210 78.4560 0.140
H 65.3060 55.8360 78.6170 0.079
H 65.6190 56.5120 77.2380 0.059
H 62.9460 56.4360 77.4800 0.188
H 63.6430 57.9320 77.5660 0.066
H 63.4170 56.5000 80.1830 0.082
H 62.1410 57.5280 79.7520 0.158
H 64.5810 60.3750 80.1210 0.093
H 62.7970 60.1100 79.8630 0.149
H 64.0940 59.9020 78.6710 0.069
C 68.2260 60.4220 79.2940 -0.403
O 68.0860 60.2530 80.6450 -0.394
H 67.3490 60.5450 78.9170 -0.043
H 68.6880 59.4240 78.9450 0.061
H 68.9220 61.1410 78.9470 0.038
C 70.9110 63.4680 80.9670 -0.047
C 70.8910 61.9350 81.1300 -0.148
O 72.0440 61.7900 81.9710 0.021
C 73.2170 61.4750 81.5650 -0.431
O 73.5410 61.3100 80.4060 0.130
C 74.3250 61.3560 82.6790 -0.309
F 73.7680 60.6950 83.7410 0.125
F 75.5740 60.7440 82.2440 0.067
F 74.5940 62.6960 83.0950 0.077
H 71.3210 63.7630 80.1340 0.015
H 70.6640 64.0290 81.8970 0.112
H 69.9400 63.5850 80.4320 0.082
H 70.8530 61.3700 80.2550 0.087
H 69.9430 61.8430 81.8450 0.161
C 69.0320 57.3630 82.2760 -0.036
C 68.3270 57.8080 83.5380 -0.143
O 67.0030 57.1980 83.3980 -0.046
C 66.6750 56.0940 84.2490 -0.352
O 67.4100 55.6140 84.9840 0.232
C 65.2180 55.6130 84.0950 -0.510
F 64.4530 56.4890 84.7090 0.196
F 64.9860 55.5530 82.7550 0.128
F 65.0370 54.3730 84.6370 0.157
H 68.5860 57.5590 81.3690 0.029
H 69.2950 56.3430 82.2950 0.061
H 70.1440 57.7200 82.3640 0.126
H 68.0500 58.7660 83.4540 0.084
H 68.6970 57.8160 84.4430 0.080
C 65.6300 63.0990 79.6890 -0.037
C 65.4670 63.0150 81.2970 -0.144
O 64.0930 63.0920 81.7800 0.016
C 63.4490 64.2360 81.7400 -0.373
O 63.7210 65.2000 81.0320 0.148
C 62.0520 63.9860 82.3850 -0.496
F 61.7710 62.6900 82.8280 0.101
F 61.8320 64.8080 83.3770 0.199
F 61.1930 64.1930 81.3630 0.148
H 65.3760 64.0600 79.3100 0.034
H 64.8070 62.4640 79.3450 0.055
H 66.8020 62.9100 79.4740 0.131
H 66.0340 63.6470 81.8150 0.068
H 66.0170 61.9910 81.4350 0.130
C 67.1700 61.4220 74.3940 -0.048
C 67.7110 60.2550 75.2770 -0.180
O 67.7090 59.0930 74.4340 0.017
C 66.6120 58.3820 74.3800 -0.361
O 65.4490 58.6010 74.8550 0.086
C 66.8200 57.2460 73.3720 -0.337
F 68.1190 57.4720 72.7520 0.070
F 66.7680 56.0740 74.0430 0.145
F 65.7270 57.2020 72.4420 0.085
H 66.1510 61.3690 74.0600 0.069
H 67.9090 61.3980 73.5700 0.094
H 67.1550 62.3220 74.9490 0.059
H 67.2150 60.2950 76.2960 0.132
H 68.8350 60.4070 75.5270 0.143
C 72.4330 57.1870 80.0750 -0.032
C 71.3480 58.0760 79.3550 -0.177
O 70.8960 57.2280 78.3410 0.010
C 70.1930 57.7290 77.3160 -0.291
O 70.2030 58.9340 76.9920 0.093
C 69.7140 56.5920 76.2870 -0.676
F 68.4540 56.4290 76.4940 0.193
F 69.9900 56.9610 75.0970 0.246
F 70.1780 55.4320 76.6320 0.207
H 73.3860 57.1980 79.5470 0.078
H 72.1250 56.2160 80.2960 0.054
H 72.9480 57.5340 80.9330 0.053
H 71.6280 59.0860 79.0430 0.126
H 70.5110 58.2030 80.0420 0.095
```

Properties
- Net charge: 0
- Frontier orbital gap: 6.245 eV
- ΔE to the lowest compared entry with this formula, charge and spin: 66.2 kcal per mole
- DFT total energy: -96649.93884 eV

---

(3)
The following is a DFT calculation (wB97M-V/def2-TZVPD) of C18H51N2O10Zn as an isolated structure.

Structure (XYZ):
```
82
Properties=species:S:1:pos:R:3:lowdin_charge:R:1
Zn -4.8697 3.5629 0.8216 0.968
O -0.1612 0.6090 0.2727 0.208
C -1.2356 1.3683 0.3349 -0.780
O -1.8620 1.6510 1.3613 0.178
O -1.7525 1.8554 -0.6719 0.151
H 0.0082 0.5222 -0.6683 0.142
C -0.5351 -3.7304 7.4635 -0.064
C 0.8241 -3.2272 7.0278 -0.507
C 0.7186 -2.3112 5.7379 -0.056
O 1.2824 -2.4575 8.0583 -0.051
H -0.4713 -4.3841 8.3334 0.083
H -0.9902 -4.3211 6.6685 0.077
H -1.1192 -2.8369 7.6838 0.080
H 1.5406 -4.0162 6.7996 0.141
H 0.3659 -2.9334 4.9153 0.066
H 1.7101 -1.9711 5.4389 0.067
H 0.1148 -1.4048 5.7819 0.068
H 0.7172 -1.7280 8.3231 0.096
C 4.5103 1.0557 -4.9384 -0.052
C 2.9953 1.1962 -4.8226 -0.498
C 2.3555 1.6905 -6.1155 -0.065
O 2.2769 0.0853 -4.2481 -0.060
H 4.9775 2.0391 -4.9913 0.081
H 4.7774 0.5546 -5.8689 0.077
H 4.9204 0.4778 -4.1102 0.080
H 2.7477 1.9618 -4.0873 0.124
H 2.5390 1.0005 -6.9392 0.077
H 2.9271 2.5378 -6.4943 0.079
H 1.2934 1.9234 -6.0381 0.080
H 2.3750 -0.5644 -4.9480 0.075
C -3.3637 8.3209 3.0944 -0.057
C -3.6805 6.8825 2.9317 -0.436
C -4.9867 6.5402 3.7863 -0.175
O -5.4324 5.2290 3.5393 -0.294
C -6.5585 4.9037 4.3352 -0.099
N -3.9673 6.6073 1.5639 0.041
H -4.0917 8.9283 2.5565 0.090
H -2.4603 8.6927 2.6108 0.094
H -3.4092 8.6262 4.1398 0.097
H -2.9169 6.1463 3.1827 0.149
H -5.8366 7.1325 3.4472 0.132
H -4.7757 6.5862 4.8547 0.135
H -6.9955 3.9579 4.0149 0.087
H -7.3452 5.6518 4.2377 0.094
H -6.2671 4.8081 5.3812 0.097
H -3.0391 6.7600 1.1960 0.089
H -4.5026 7.3891 1.2141 0.087
C 4.8152 -6.1021 -2.8674 -0.079
C 4.2290 -4.8878 -3.5586 -0.428
C 3.3695 -5.1858 -4.8398 -0.188
O 3.2014 -4.0336 -5.6549 -0.191
C 2.6942 -4.3892 -6.9368 -0.111
N 3.4618 -4.2327 -2.5094 0.009
H 4.0682 -6.7012 -2.3468 0.082
H 5.5759 -5.8093 -2.1438 0.076
H 5.3328 -6.7055 -3.6132 0.074
H 5.0471 -4.1906 -3.7400 0.130
H 2.4536 -5.7030 -4.5538 0.129
H 3.9440 -5.9215 -5.4027 0.113
H 3.4501 -4.9129 -7.5221 0.087
H 2.4862 -3.4304 -7.4118 0.084
H 1.7788 -4.9807 -6.9463 0.087
H 4.0803 -3.9517 -1.7620 0.068
H 2.9032 -3.4482 -2.8135 0.063
C 3.3273 3.3805 3.7437 -0.210
O 4.2149 3.8582 4.6990 -0.092
H 3.7539 2.5515 3.1790 0.076
H 2.4102 2.9283 4.1212 0.068
H 2.9882 4.1561 3.0571 0.078
H 4.3686 3.0591 5.2082 0.080
C -2.0429 -4.9743 -0.0504 -0.143
O -0.8466 -5.8012 0.0624 -0.129
H -2.3765 -4.8879 -1.0845 0.067
H -2.9025 -5.3457 0.5074 0.075
H -1.7526 -3.9865 0.3074 0.065
H -0.1359 -5.2357 -0.2486 0.062
C -4.8586 -1.2095 -4.1406 -0.166
O -3.6631 -0.8460 -4.8289 -0.115
H -5.6537 -0.6033 -4.5745 0.074
H -5.1323 -2.2501 -4.3145 0.075
H -4.8199 -1.1049 -3.0563 0.071
H -3.1215 -0.4701 -4.1311 0.062
```

Properties
- Net charge: +1
- Frontier orbital gap: 1.259 eV
- ΔE to the lowest compared entry with this formula, charge and spin: 245.9 kcal per mole
- DFT total energy: -91349.62773 eV

---

(4)
The following is a DFT calculation (wB97M-V/def2-TZVPD) of C24H34N2O4PReS2Se2Te as an isolated structure.

Structure (XYZ):
```
71
Properties=species:S:1:pos:R:3:lowdin_spin:R:1
Re -0.7566 -0.4837 -0.7039 2.251
C 1.3917 -0.8371 3.1152 0.001
C 0.4284 0.2342 2.7285 0.002
N 0.8388 1.2397 2.0618 0.009
N -0.0985 2.2229 1.8567 0.014
C -0.4386 2.4714 0.6641 0.030
S 0.2760 1.6090 -0.7382 0.187
S -1.7299 3.6352 0.3853 0.015
C -0.9413 4.7127 -0.8611 0.003
C 0.3394 5.3262 -0.3712 0.000
C 0.3217 6.2801 0.6429 0.000
C 1.5037 6.8259 1.1122 0.000
C 2.7209 6.4211 0.5762 0.000
C 2.7468 5.4726 -0.4327 0.000
C 1.5587 4.9284 -0.9043 0.000
C -0.9983 0.1384 3.1540 0.029
C -1.3514 0.4000 4.4720 -0.003
C -2.6809 0.4286 4.8626 0.025
C -3.6752 0.1908 3.9236 -0.004
C -3.3388 -0.0875 2.6104 0.023
C -2.0038 -0.1198 2.2235 0.012
O -1.7222 -0.4661 0.9460 0.245
H 2.3731 -0.6336 2.6934 0.000
H 1.0355 -1.8080 2.7676 0.000
H 1.4640 -0.8875 4.2047 0.000
H -1.7017 5.4710 -1.0522 0.000
H -0.7853 4.1490 -1.7809 0.002
H -0.6250 6.5868 1.0725 0.000
H 1.4782 7.5684 1.8989 0.000
H 3.6444 6.8470 0.9453 0.000
H 3.6908 5.1547 -0.8559 0.000
H 1.5824 4.1904 -1.6981 0.000
H -0.5700 0.6109 5.1919 0.000
H -2.9396 0.6449 5.8898 0.001
H -4.7167 0.2158 4.2151 -0.001
H -4.1004 -0.2958 1.8693 0.001
C -0.1986 -1.9250 -4.1989 0.004
Se 0.3206 -0.4064 -3.1122 0.002
C -0.8768 0.9122 -3.9165 0.006
C -2.3467 0.6584 -3.6548 0.004
Se -2.8124 0.6708 -1.7476 0.015
C -4.2222 -0.6577 -1.8456 0.001
H 0.0876 -1.6968 -5.2232 -0.001
H -1.2613 -2.1250 -4.1109 0.000
H 0.3605 -2.7801 -3.8294 0.000
H -0.6728 0.8983 -4.9869 -0.001
H -0.5516 1.8680 -3.5119 0.002
H -2.6733 -0.3021 -4.0503 0.000
H -2.9434 1.4430 -4.1191 -0.001
H -5.0769 -0.2107 -2.3468 -0.001
H -4.4857 -0.9160 -0.8227 0.000
H -3.8729 -1.5379 -2.3793 0.000
C 3.8377 -4.4338 -1.5705 0.000
C 3.0892 -3.1266 -1.5510 0.000
O 1.6437 -3.3842 -1.6498 0.000
P 0.7141 -3.0218 -0.4277 0.010
O 0.9000 -1.5470 -0.0257 0.071
Te -1.5580 -3.2071 -1.0691 0.037
O 1.2055 -3.8583 0.8058 0.005
C 1.0271 -5.3063 0.8439 0.001
C 1.8745 -5.8444 1.9664 0.000
H 4.9096 -4.2345 -1.5532 0.000
H 3.6071 -5.0018 -2.4709 0.000
H 3.5933 -5.0396 -0.6980 0.000
H 3.3292 -2.5058 -2.4117 0.000
H 3.2907 -2.5531 -0.6460 0.000
H 1.3205 -5.7243 -0.1210 0.000
H -0.0333 -5.5024 1.0067 0.001
H 2.9273 -5.6142 1.8052 0.000
H 1.7603 -6.9271 2.0181 0.000
H 1.5666 -5.4178 2.9199 0.000
```

Properties
- Net charge: +1
- Frontier orbital gap (alpha / beta): 7.652 / 6.745 eV
- ⟨S²⟩: 3.78
- Spin multiplicity: 4
- ΔE to the lowest compared entry with this formula, charge and spin: 2.6 kcal per mole
- DFT total energy: -207681.71662 eV

---

Question: What is the ΔE to the lowest compared entry with this formula, charge and spin in the first record?
Answer: 53.9 kcal per mole